1.
114
Properties=species:S:1:pos:R:3:forces:R:3:mulliken_charge:R:1 method="wB97M-V/def2-TZVPD" gap_ev=9.63 energy_ev=-74788.9692 e_lumo_ev=0.35
C 0.321 0.728 2.277 0.186 -0.220 0.347 -1.458
C 0.033 1.470 1.224 -0.089 0.235 -0.194 -0.642
C 0.184 1.091 -0.237 0.123 -0.109 -0.212 4.902
C 1.367 0.106 -0.378 -0.038 -0.170 -0.052 -0.910
C 1.661 -0.463 -1.767 0.297 -0.021 0.122 -0.880
C 2.858 -1.426 -1.702 -0.030 0.041 0.076 -0.653
C 2.720 -2.547 -2.715 -0.166 -0.077 -0.240 -0.622
O 3.781 -3.518 -2.592 0.325 0.381 0.175 -0.357
C 3.777 -4.261 -1.483 0.177 -0.212 -0.269 0.114
O 2.843 -4.441 -0.762 -0.317 0.098 0.349 -0.466
C -1.143 0.403 -0.662 -0.277 -0.075 -0.117 0.498
C -1.305 -1.054 -0.241 -0.265 -0.084 -0.072 -1.769
C -2.751 -1.467 0.066 -0.046 0.073 0.037 0.065
C -2.795 -2.610 1.079 -0.042 0.040 -0.068 -0.776
C -4.193 -3.157 1.361 -0.052 0.003 -0.025 -0.807
C -4.867 -3.918 0.221 -0.143 0.195 0.262 -0.373
O -4.274 -5.175 -0.030 0.019 -0.005 -0.172 -0.422
C -3.268 -5.192 -1.024 0.062 -0.039 -0.020 -0.418
O -1.321 0.463 -2.107 0.023 0.082 0.073 -0.720
S -2.381 1.617 -2.565 -0.066 -0.048 -0.107 1.078
O -2.678 1.333 -3.945 0.034 -0.006 0.063 -0.766
O -1.380 2.892 -2.665 -0.106 0.042 0.102 -0.643
C -0.673 3.330 -1.466 0.066 -0.141 -0.076 -1.002
C -1.631 3.815 -0.384 -0.123 0.196 -0.087 -0.457
C -2.582 4.929 -0.880 -0.059 -0.012 0.242 0.755
C -3.940 4.382 -1.349 0.127 -0.189 -0.215 -1.140
C -2.794 5.928 0.261 -0.142 -0.122 0.006 -1.719
C 0.458 2.319 -1.161 0.119 0.028 0.192 -0.896
C 1.761 3.082 -0.839 -0.150 0.151 -0.027 -1.834
C 1.739 4.120 0.303 0.311 -0.098 -0.001 -0.249
C 3.027 4.121 1.148 -0.086 0.080 -0.006 -1.041
C 2.843 3.307 2.422 0.336 -0.055 -0.294 0.580
O 1.970 3.566 3.197 -0.251 0.119 0.284 -0.606
O 3.714 2.324 2.725 -0.136 -0.147 -0.066 -0.359
C 4.500 1.678 1.712 0.280 -0.104 0.115 0.929
C 4.729 0.246 2.148 -0.102 0.058 -0.011 -1.601
H 0.206 1.142 3.270 -0.090 -0.055 0.015 0.325
H 0.699 -0.285 2.218 0.100 0.054 -0.014 0.240
H -0.377 2.448 1.439 -0.032 0.049 -0.105 0.095
H 1.188 -0.747 0.278 0.041 0.038 -0.022 0.733
H 2.276 0.572 0.013 -0.080 -0.016 0.038 -0.895
H 0.789 -1.001 -2.143 -0.013 0.158 -0.082 0.240
H 1.903 0.337 -2.470 -0.187 -0.066 -0.098 0.358
H 2.930 -1.851 -0.698 -0.049 -0.066 -0.058 0.522
H 3.790 -0.887 -1.891 0.002 -0.030 0.047 0.283
H 2.819 -2.164 -3.731 -0.002 -0.039 0.007 0.363
H 1.751 -3.041 -2.635 0.051 -0.055 0.128 0.428
H 4.768 -4.706 -1.322 -0.039 -0.072 -0.155 0.381
H -1.988 0.954 -0.233 0.161 0.100 0.148 0.636
H -0.950 -1.682 -1.061 0.236 -0.022 0.153 0.344
H -0.696 -1.261 0.640 -0.053 0.059 -0.018 0.121
H -3.306 -0.621 0.489 0.015 0.018 -0.049 0.121
H -3.264 -1.740 -0.862 0.007 0.009 0.021 0.172
H -2.137 -3.424 0.760 0.006 0.045 0.024 0.267
H -2.378 -2.213 2.011 0.033 -0.141 0.022 0.452
H -4.152 -3.841 2.214 0.014 0.040 -0.007 0.347
H -4.860 -2.337 1.653 0.038 0.000 -0.038 0.299
H -4.920 -3.318 -0.696 0.104 -0.045 -0.001 0.249
H -5.901 -4.108 0.517 0.030 -0.076 -0.038 0.311
H -2.264 -5.137 -0.590 -0.031 0.034 -0.010 0.082
H -3.387 -4.363 -1.730 -0.006 -0.025 0.011 0.283
H -3.335 -6.129 -1.574 -0.015 0.007 0.025 0.199
H -0.165 4.231 -1.824 -0.047 -0.061 -0.128 0.798
H -1.035 4.238 0.426 0.102 -0.106 -0.043 0.281
H -2.231 3.014 0.053 0.089 -0.042 0.017 0.043
H -2.098 5.438 -1.720 -0.016 0.067 0.054 0.402
H -4.764 5.000 -0.989 0.005 0.019 -0.096 0.437
H -3.999 4.318 -2.438 -0.040 0.058 0.031 0.254
H -4.093 3.370 -0.976 -0.149 -0.002 0.132 0.026
H -1.869 6.435 0.540 -0.011 0.004 -0.005 0.358
H -3.169 5.394 1.140 0.041 0.049 0.010 0.356
H -3.548 6.672 0.000 0.115 0.067 -0.039 0.493
H 0.634 1.875 -2.141 0.004 0.065 0.016 0.322
H 2.026 3.619 -1.756 0.082 -0.075 0.006 0.536
H 2.571 2.370 -0.682 -0.057 -0.001 0.024 0.917
H 0.923 3.953 0.999 -0.065 0.100 -0.056 0.191
H 1.615 5.115 -0.127 -0.141 -0.021 0.055 0.461
H 3.896 3.827 0.562 -0.010 -0.026 0.009 0.460
H 3.216 5.135 1.507 0.013 -0.045 0.043 0.437
H 5.459 2.193 1.619 -0.064 0.056 -0.084 0.186
H 3.984 1.688 0.752 -0.008 0.095 0.038 -0.374
H 5.234 0.213 3.114 0.037 0.005 -0.039 0.408
H 3.782 -0.287 2.239 0.003 0.021 -0.020 0.277
H 5.346 -0.259 1.402 0.017 -0.025 0.060 0.364
C -6.648 0.909 -0.345 0.044 -0.012 0.163 -0.237
C -6.731 -0.433 -1.034 -0.057 -0.101 -0.078 -0.370
O -7.147 -1.454 -0.127 0.062 0.068 0.060 -0.452
O -5.734 0.879 0.739 0.030 -0.069 -0.069 -0.503
H -6.297 1.664 -1.047 0.017 0.074 -0.047 0.224
H -7.644 1.207 0.009 -0.011 0.012 -0.039 0.300
H -5.742 -0.731 -1.385 -0.002 0.000 -0.007 0.036
H -7.406 -0.381 -1.893 0.036 0.033 -0.038 0.441
H -8.078 -1.316 0.074 0.009 -0.034 0.016 0.288
H -5.861 0.029 1.181 -0.025 0.043 0.029 0.310
C -0.539 -7.914 -0.893 -0.029 -0.001 -0.097 -0.298
C -1.483 -8.929 -0.289 -0.002 -0.037 0.001 -0.404
O -1.703 -10.010 -1.196 0.005 0.023 -0.007 -0.554
O -1.045 -7.419 -2.120 -0.031 -0.008 -0.011 -0.507
H -0.416 -7.063 -0.222 0.025 -0.002 0.005 0.230
H 0.448 -8.371 -1.051 0.017 0.015 0.061 0.321
H -2.461 -8.477 -0.127 0.002 0.004 0.022 0.217
H -1.101 -9.292 0.670 -0.001 0.026 0.013 0.339
H -0.895 -10.530 -1.251 -0.019 -0.004 -0.002 0.326
H -1.443 -8.171 -2.577 0.049 -0.005 -0.009 0.342
C 9.194 4.635 3.026 0.009 0.012 -0.130 -0.332
C 8.167 3.559 3.301 -0.016 -0.049 -0.004 -0.373
O 8.058 2.672 2.185 -0.032 0.010 -0.013 -0.497
O 8.868 5.368 1.860 -0.072 -0.014 0.042 -0.502
H 9.233 5.340 3.857 0.016 -0.003 0.010 0.306
H 10.187 4.177 2.918 0.007 -0.003 0.065 0.260
H 7.180 4.007 3.415 -0.002 -0.003 0.023 0.213
H 8.412 3.011 4.215 -0.005 0.021 0.016 0.356
H 8.861 2.140 2.138 -0.015 0.000 -0.003 0.279
H 8.536 4.729 1.217 0.049 0.012 -0.016 0.322

***

2.
119
Properties=species:S:1:pos:R:3:forces:R:3:mulliken_charge:R:1 method="wB97M-V/def2-TZVPD" gap_ev=9.79 energy_ev=-76240.5636 e_lumo_ev=0.54 smiles="O=C(O)OCOCOCCO.CCOC(C)=O.CCOC(C)=O.CCOC(C)=O.CCOC(C)=O.CCOC(C)=O.CCOC(C)=O.CCOC(C)=O"
O 2.575 -3.634 1.973 0.418 -1.562 0.948 -0.538
C 2.331 -2.627 1.442 -0.388 1.298 -0.727 0.560
O 1.249 -2.489 0.645 0.087 0.320 -0.243 -0.245
O 3.030 -1.455 1.600 0.169 -0.268 -0.305 -0.224
C 4.183 -1.294 0.765 0.465 0.511 0.421 -0.220
O 4.626 -2.528 0.292 -0.136 0.297 -0.264 -0.290
C 5.648 -2.365 -0.695 0.483 0.359 0.234 -0.434
O 5.539 -3.295 -1.726 -0.269 -0.004 0.271 -0.370
C 4.226 -3.756 -2.030 -0.257 -0.330 -0.304 -0.446
C 3.210 -2.679 -2.450 0.022 -0.348 -0.223 0.939
O 1.890 -3.191 -2.246 0.102 0.265 0.141 -0.420
H 1.212 -1.592 0.277 -0.140 -0.093 0.142 0.289
H 4.959 -0.814 1.388 -0.351 -0.119 -0.102 0.274
H 3.921 -0.590 -0.047 0.041 -0.382 0.000 0.272
H 5.632 -1.317 -1.056 -0.149 -0.365 -0.100 0.435
H 6.630 -2.520 -0.216 -0.337 -0.023 -0.204 0.219
H 4.357 -4.450 -2.876 0.052 0.240 0.314 0.308
H 3.806 -4.356 -1.205 0.191 0.360 -0.092 0.303
H 3.289 -2.489 -3.529 -0.032 0.069 0.559 -0.565
H 3.369 -1.722 -1.926 -0.049 -0.243 0.012 -0.052
H 1.682 -3.178 -1.299 0.146 -0.049 -0.261 0.259
C -2.334 -4.843 -2.367 -0.111 0.096 0.034 -1.232
C -1.137 -4.331 -1.593 -0.006 -0.208 -0.108 -0.270
O -1.282 -2.947 -1.244 0.172 0.129 0.150 -0.224
C -1.958 -2.538 -0.154 -0.254 -0.029 -0.206 0.789
C -2.826 -3.524 0.590 0.287 -0.094 0.266 -0.875
O -1.914 -1.368 0.136 0.130 -0.016 0.069 -0.606
H -3.250 -4.797 -1.778 0.022 -0.063 0.020 0.297
H -2.173 -5.879 -2.669 0.022 0.009 -0.010 0.383
H -2.486 -4.238 -3.261 0.055 -0.033 -0.020 0.317
H -0.930 -4.927 -0.702 -0.055 0.030 0.010 0.370
H -0.246 -4.376 -2.216 0.003 0.164 0.023 0.290
H -3.834 -3.466 0.181 0.000 0.000 -0.017 0.263
H -2.861 -3.259 1.644 -0.054 0.159 -0.058 0.153
H -2.475 -4.551 0.527 -0.078 0.004 -0.102 0.368
C 5.194 3.212 1.810 0.020 -0.102 -0.116 -0.734
C 6.554 2.589 2.050 -0.148 0.190 0.076 -0.504
O 6.790 1.465 1.192 0.133 -0.152 0.031 -0.352
C 7.276 1.580 -0.061 -0.222 -0.065 -0.151 0.893
C 7.373 2.944 -0.701 0.335 0.082 0.127 -1.096
O 7.549 0.574 -0.662 -0.041 0.094 0.107 -0.571
H 5.106 3.616 0.801 0.029 0.053 0.018 0.230
H 5.017 4.021 2.518 -0.018 -0.021 0.007 0.396
H 4.407 2.466 1.931 -0.016 0.047 0.055 0.116
H 7.364 3.315 1.963 -0.006 -0.015 -0.049 0.380
H 6.605 2.181 3.059 0.021 -0.071 -0.041 0.337
H 6.459 3.125 -1.267 -0.016 -0.005 0.014 0.257
H 8.214 2.933 -1.390 -0.087 -0.086 -0.074 0.348
H 7.523 3.760 0.000 -0.119 -0.002 0.005 0.336
C -1.600 2.214 -0.261 0.118 0.051 -0.101 -0.682
C -2.865 3.028 -0.115 0.056 -0.159 0.108 -0.501
O -2.907 4.141 -1.022 -0.078 0.168 0.043 -0.379
C -3.344 4.034 -2.292 0.202 -0.092 -0.246 0.858
C -3.557 2.662 -2.888 -0.344 -0.021 0.093 -1.102
O -3.498 5.038 -2.938 -0.033 -0.080 0.194 -0.578
H -1.523 1.760 -1.248 -0.052 -0.086 0.043 0.267
H -1.582 1.412 0.479 -0.029 -0.043 -0.038 0.122
H -0.725 2.849 -0.120 0.001 0.040 0.073 0.277
H -3.763 2.418 -0.221 0.013 -0.007 -0.042 0.332
H -2.907 3.480 0.876 0.006 0.087 -0.051 0.442
H -2.646 2.362 -3.404 0.015 -0.005 0.013 0.290
H -4.364 2.733 -3.614 0.109 0.078 -0.083 0.337
H -3.825 1.895 -2.166 0.135 -0.018 0.018 0.331
C -0.493 1.175 5.401 0.132 0.021 -0.026 -1.032
C -1.082 1.868 4.190 -0.056 -0.127 0.144 -0.233
O -0.128 2.733 3.564 -0.093 0.170 -0.163 -0.376
C 0.766 2.297 2.656 0.222 -0.029 0.056 0.626
C 0.934 0.815 2.426 -0.297 -0.016 -0.222 -0.956
O 1.461 3.106 2.096 -0.108 -0.068 0.055 -0.599
H 0.336 0.522 5.126 -0.052 -0.046 -0.023 0.243
H -1.250 0.571 5.899 -0.038 -0.019 0.005 0.351
H -0.111 1.914 6.106 -0.052 0.007 0.003 0.311
H -1.498 1.162 3.470 0.052 -0.013 -0.003 0.217
H -1.895 2.525 4.495 0.053 0.059 -0.034 0.396
H 1.740 0.453 3.063 0.008 -0.022 -0.013 0.430
H 1.222 0.672 1.388 0.143 0.080 0.047 0.164
H 0.041 0.219 2.605 0.033 -0.003 0.103 0.465
C -5.342 6.861 -0.016 -0.094 0.079 0.064 -1.061
C -5.884 5.583 -0.616 0.030 0.185 0.000 0.262
O -7.023 5.087 0.105 -0.020 -0.182 -0.024 -0.357
C -8.281 5.503 -0.133 -0.124 0.086 0.117 0.694
C -8.510 6.709 -1.016 0.000 -0.149 -0.285 -0.866
O -9.192 4.936 0.411 0.156 0.053 -0.069 -0.584
H -6.070 7.672 -0.067 0.016 0.005 -0.061 0.346
H -4.442 7.169 -0.549 0.007 -0.042 -0.008 0.320
H -5.095 6.707 1.035 0.039 -0.027 -0.025 0.324
H -6.112 5.689 -1.677 -0.018 0.013 0.016 0.366
H -5.136 4.803 -0.528 -0.075 -0.079 0.064 -0.321
H -8.574 7.594 -0.383 0.014 0.004 0.010 0.249
H -9.462 6.576 -1.525 -0.051 0.020 0.134 0.302
H -7.744 6.866 -1.770 0.054 0.061 0.086 0.307
C -4.093 -4.570 8.102 0.028 -0.088 -0.101 -0.960
C -4.067 -3.228 7.402 -0.054 -0.056 0.148 -0.420
O -3.389 -3.291 6.142 0.088 0.192 -0.075 -0.366
C -3.997 -3.662 4.999 0.006 -0.239 -0.135 0.703
C -5.379 -4.271 5.054 -0.174 0.286 -0.005 -0.963
O -3.395 -3.561 3.962 -0.047 0.057 0.206 -0.543
H -4.649 -5.313 7.531 -0.051 0.029 0.023 0.272
H -4.556 -4.475 9.085 0.008 0.016 -0.001 0.352
H -3.077 -4.946 8.230 -0.002 0.038 0.032 0.300
H -5.065 -2.805 7.280 0.000 -0.037 -0.028 0.364
H -3.492 -2.514 7.989 0.043 0.004 -0.069 0.317
H -5.278 -5.355 5.096 0.012 -0.005 0.011 0.260
H -5.900 -4.005 4.137 0.093 -0.088 -0.055 0.302
H -5.985 -3.938 5.892 0.049 -0.089 0.052 0.342
C 5.420 -0.403 -7.840 -0.125 0.048 0.018 -0.983
C 5.434 -1.694 -7.049 0.090 0.057 -0.109 -0.462
O 4.392 -1.735 -6.068 0.066 -0.092 0.131 -0.369
C 3.135 -2.138 -6.340 -0.201 0.096 0.062 0.897
C 2.703 -2.331 -7.774 0.110 -0.302 -0.048 -1.190
O 2.371 -2.279 -5.421 0.065 0.042 -0.396 -0.597
H 4.499 -0.291 -8.414 0.026 -0.041 -0.038 0.270
H 6.261 -0.374 -8.532 0.009 -0.006 0.013 0.361
H 5.493 0.450 -7.165 0.047 -0.020 0.003 0.308
H 5.390 -2.574 -7.693 -0.046 0.020 -0.008 0.363
H 6.356 -1.770 -6.475 -0.052 -0.007 0.060 0.350
H 2.244 -1.407 -8.123 0.009 0.013 0.000 0.296
H 1.957 -3.121 -7.796 -0.078 0.099 0.066 0.319
H 3.507 -2.608 -8.452 0.013 0.116 -0.006 0.356